1.
31
Properties=species:S:1:pos:R:3:lowdin_charge:R:1 method="wB97M-V/def2-TZVPD" orbital_gap_ha=0.275 lumo_ev=-0.9 smiles="[H]/N=c1/nc2n(C)nc(-c3ccccc3)c(O)c-2c(=O)[nH]1" homo_ev=-8.38 multiplicity=1
O 1.7916 -1.5643 -2.8987 0.06
N -1.1969 0.2106 0.8934 0.18
N -1.3271 -4.7036 -2.3866 0.11
N -1.5530 -2.8453 -1.0521 0.16
O 1.8338 0.4817 -1.2749 0.08
C 0.7905 -1.9147 -2.2875 -0.38
C -0.0201 0.6625 0.4676 -0.12
C -0.8972 -3.5492 -2.0526 -0.50
C -1.0341 -1.7266 -0.6118 -0.19
C 0.6802 0.0114 -0.6784 -0.10
C 0.1990 -1.1803 -1.1837 0.01
C 1.7540 4.0677 2.4327 -0.09
C 2.5844 3.1028 1.8419 -0.07
C 0.3847 3.8518 2.4783 -0.08
C 2.0079 1.9624 1.2397 -0.02
C -0.2039 2.7377 1.8369 -0.03
C 0.5897 1.8185 1.1721 -0.17
N 0.1722 -3.0442 -2.7656 0.17
N -1.7718 -0.9228 0.2967 -0.08
C -3.1629 -1.2508 0.6563 -0.01
H -0.8921 -5.2044 -3.1600 0.04
H 2.0053 -0.0077 -2.0955 0.08
H 2.2161 4.9498 2.8563 0.10
H 3.6857 3.2304 1.8416 0.11
H -0.2360 4.5724 2.9718 0.09
H 2.7418 1.2902 0.7940 0.11
H -1.2950 2.6148 1.8848 0.11
H 0.6312 -3.6563 -3.4436 0.17
H -3.7920 -1.1056 -0.2392 0.10
H -3.1942 -2.2599 1.0116 0.08
H -3.4918 -0.6290 1.4544 0.07



2.
31
Properties=species:S:1:pos:R:3:lowdin_charge:R:1 method="wB97M-V/def2-TZVPD" orbital_gap_ha=0.291 lumo_ev=0.2 smiles="Nc1nonc1N/N=C/c1c(O)ccc2ccccc12" homo_ev=-7.75 multiplicity=1
N -5.6961 -0.9141 -0.0396 0.13
C -4.7929 0.1098 0.0071 -0.34
N -5.0903 1.3761 -0.0130 0.10
O -3.9268 2.0587 -0.0446 -0.09
N -2.8603 1.2168 -0.0372 0.10
C -3.3423 0.0017 -0.0142 -0.26
N -2.6595 -1.1721 0.0038 0.04
N -1.3242 -1.3959 -0.0307 0.03
C -0.4771 -0.4283 -0.0093 -0.05
C 0.9451 -0.6634 -0.0190 -0.08
C 1.4530 -1.9670 -0.0259 -0.26
C 2.8430 -2.1984 -0.0211 0.00
C 3.7188 -1.1573 -0.0123 -0.02
C 3.2588 0.1781 -0.0105 -0.17
C 4.1755 1.2477 -0.0053 -0.04
C 3.7445 2.5447 -0.0069 -0.09
C 2.3710 2.8112 -0.0152 -0.08
C 1.4570 1.7907 -0.0197 -0.03
C 1.8620 0.4400 -0.0154 -0.10
H 0.4102 2.0473 -0.0291 0.10
H 2.0282 3.8354 -0.0188 0.10
H 4.4513 3.3610 -0.0031 0.10
H 5.2316 1.0182 -0.0009 0.11
H 4.7838 -1.3387 -0.0080 0.11
H 3.1755 -3.2246 -0.0246 0.12
O 0.6704 -3.0557 -0.0341 0.07
H -0.2661 -2.7578 -0.0374 0.06
H -0.8307 0.5952 0.0196 0.08
H -3.1986 -2.0177 -0.1147 0.14
H -5.4646 -1.7337 0.5010 0.09
H -6.6502 -0.6080 0.0792 0.10



Computed relative energies in units of eV: 1 0.000; 2 1.928



1.
47
Properties=species:S:1:pos:R:3:lowdin_charge:R:1 method="wB97M-V/def2-TZVPD" orbital_gap_ha=0.309 lumo_ev=1.9 total_charge=-1 homo_ev=-6.52 multiplicity=1
Cl 0.7678 0.7081 -0.4472 0.90
O -0.1952 -0.1709 0.2578 -0.38
O 1.8758 -0.1589 -1.0852 -0.34
O 0.0998 1.5051 -1.4992 -0.35
O 1.3608 1.6951 0.5248 -0.33
O 2.6838 1.2401 3.2088 -0.04
H 2.6488 1.2271 2.2628 -0.01
H 2.6908 0.3331 3.4988 0.02
O -1.0682 2.1381 -3.8622 -0.06
H -1.5402 1.3861 -4.1142 -0.01
H -0.6602 1.8321 -3.0202 -0.02
O 3.1168 -2.0679 1.3238 -0.04
H 2.4358 -1.7279 1.8698 -0.04
H 2.9168 -1.9359 0.4138 -0.01
O 0.5028 -0.7249 -3.6882 -0.03
H 0.8938 -0.1699 -4.3292 0.04
H 0.9548 -0.4479 -2.8902 0.00
O -0.5332 0.4111 3.3158 -0.01
H -1.4502 0.3661 3.2918 -0.01
H -0.2482 -0.4049 2.9468 -0.05
O 0.7418 3.2381 2.7408 -0.06
H 0.7758 3.1041 1.8108 -0.05
H 0.3468 4.1481 2.8228 0.06
O -2.7492 0.7731 -1.5302 -0.08
H -2.3582 1.1061 -0.7632 -0.08
H -2.1982 -0.0469 -1.6392 -0.01
O 1.8888 -2.8229 -1.6702 -0.04
H 1.5668 -3.2699 -2.4412 0.03
H 1.1188 -2.6469 -1.1232 -0.03
O -0.5332 3.7461 -0.0332 -0.05
H -0.9512 3.7131 -0.9382 0.10
H 0.3348 3.5131 -0.2392 -0.02
O -1.6612 -1.5699 -2.2392 -0.03
H -1.2532 -2.1629 -1.6732 -0.05
H -0.9472 -1.3589 -2.8682 0.02
O -2.4912 -1.2259 0.8038 -0.04
H -1.5832 -1.1359 0.5218 -0.05
H -2.3442 -1.4169 1.7688 0.07
O -2.0622 1.7011 0.8888 -0.04
H -1.4062 1.0221 0.9018 -0.04
H -1.6732 2.5271 0.6838 -0.01
O 0.7208 -1.7479 2.3618 -0.03
H 0.5178 -2.1749 1.5628 0.00
H 0.7178 -2.3429 3.1398 0.11
O -0.4082 -2.8869 -0.3122 -0.05
H -0.3052 -3.7219 -0.8312 0.12
H -1.0562 -3.0959 0.3138 0.04



2.
47
Properties=species:S:1:pos:R:3:lowdin_charge:R:1 method="wB97M-V/def2-TZVPD" orbital_gap_ha=0.307 lumo_ev=2.3 total_charge=-1 homo_ev=-6.07 multiplicity=1
Cl 0.6899 -0.2148 0.5283 0.91
O 0.8309 -0.4588 1.9963 -0.33
O 0.8999 -1.5098 -0.2337 -0.36
O -0.6831 0.3082 0.2173 -0.34
O 1.6769 0.8322 0.0763 -0.33
O -2.9891 2.0382 0.2253 -0.03
H -2.3341 1.3192 0.1863 0.00
H -3.7331 1.6322 -0.1717 0.01
O 0.2729 1.5162 -2.6297 -0.05
H 0.9089 0.8062 -2.4697 0.00
H -0.5531 1.0182 -2.6117 0.01
O -1.4451 -2.3388 -1.3907 -0.08
H -1.5851 -3.2428 -0.9937 0.07
H -0.6451 -2.0358 -0.9517 -0.03
O -1.2291 -2.5468 1.7993 0.01
H -0.8411 -1.7248 1.5883 -0.02
H -1.1881 -2.7098 2.6953 0.03
O 0.8429 -3.6248 -2.4997 -0.05
H 1.0279 -3.6888 -3.4587 0.06
H 0.1679 -2.9728 -2.4837 -0.02
O 0.5559 0.7832 4.3813 -0.06
H 1.1089 0.0812 4.7413 0.04
H 0.5359 0.3862 3.5183 -0.05
O -1.8731 0.6442 2.8143 -0.02
H -1.7811 1.0952 3.6333 0.04
H -2.5871 0.0712 2.9763 0.03
O -2.3091 0.1322 -2.6577 -0.04
H -3.1641 0.3192 -2.2637 0.04
H -2.0581 -0.6438 -2.1697 -0.01
O 3.4289 2.2122 -1.5877 -0.06
H 3.5259 1.8962 -2.4747 0.01
H 3.0299 1.4592 -1.1087 -0.01
O 2.1219 -0.7378 -2.3897 -0.05
H 2.6709 -1.3998 -2.7997 0.04
H 1.8059 -1.0768 -1.5497 -0.04
O 2.8859 2.8692 1.1293 -0.06
H 2.3139 3.2472 1.8263 0.05
H 2.6829 1.9612 1.0883 -0.05
O -0.5051 -4.5968 0.1663 -0.05
H -0.8411 -4.0058 0.8623 0.00
H 0.2959 -4.2178 -0.0827 -0.02
O -0.6631 2.7972 1.7293 -0.06
H -1.3951 3.1672 1.2253 0.03
H -0.7241 1.8442 1.7573 -0.03
O 0.5759 3.4042 -0.7537 -0.08
H 0.0379 3.1352 -0.0157 -0.05
H 0.2339 2.7712 -1.4157 -0.02



Computed relative energies in units of eV: 1 1.003; 2 0.000



1.
72
Properties=species:S:1:pos:R:3:lowdin_charge:R:1 method="wB97M-V/def2-TZVPD" orbital_gap_ha="0.258 / 0.187" lumo_ev="-6.6 / -8.5" total_charge=+2 homo_ev="-13.59 / -13.55" multiplicity=1
Co -0.5730 -0.7307 -0.4749 0.29
C -3.6014 -1.3041 -1.4709 -0.15
C -3.6297 -0.6138 -0.1055 -0.14
N -2.4618 0.2604 0.0756 -0.10
C -2.5625 1.6017 -0.5120 -0.22
C -2.3066 1.6660 -2.0137 -0.36
S -0.8412 0.7010 -2.5775 0.96
C -1.6131 -0.4651 -3.7557 -0.37
C -1.9141 -1.8482 -3.1723 -0.22
N -2.2393 -1.7848 -1.7440 -0.09
H -3.9019 -0.6127 -2.2572 0.11
H -4.3264 -2.1262 -1.4725 0.15
H -3.5881 -1.3770 0.6747 0.12
H -4.5694 -0.0614 0.0014 0.14
H -2.3452 0.3904 1.0824 0.09
H -1.8209 2.2284 -0.0097 0.09
H -3.5555 2.0330 -0.3310 0.15
H -2.1103 2.7037 -2.2869 0.10
H -3.1657 1.3256 -2.5856 0.08
H -0.9092 -0.5541 -4.5825 0.09
H -2.5069 0.0338 -4.1223 0.08
H -1.0371 -2.4878 -3.2862 0.11
H -2.7321 -2.2969 -3.7545 0.14
H -2.1542 -2.7226 -1.3573 0.12
S -0.5729 -2.6161 1.2678 0.78
C 0.3622 -3.1816 -0.0195 -1.08
N 0.6228 -2.3533 -1.0207 -0.07
C 1.3000 -2.9700 -2.0252 -0.33
C 1.7524 -2.3757 -3.2067 -0.03
C 2.3854 -3.1647 -4.1386 -0.05
C 2.5869 -4.5329 -3.9135 -0.05
C 2.1850 -5.1322 -2.7366 -0.06
C 1.5412 -4.3503 -1.7902 -0.45
S 0.9499 -4.8159 -0.2226 1.12
H 1.5947 -1.3194 -3.3648 0.11
H 2.7540 -2.7246 -5.0516 0.12
H 3.0890 -5.1293 -4.6590 0.12
H 2.3773 -6.1750 -2.5447 0.12
C -2.3869 1.8562 4.3881 -0.04
C -1.9300 0.5533 4.2434 -0.05
C -1.0631 0.2326 3.2159 -0.13
C -0.6136 1.2241 2.3391 -0.39
C -1.0964 2.5258 2.4756 -0.09
C -1.9742 2.8372 3.4985 -0.04
P 0.5728 0.7899 1.0162 1.12
C 1.2577 2.4387 0.6070 -0.35
C 1.9479 3.1105 1.6167 -0.07
C 2.3160 4.4288 1.4373 -0.04
C 2.0040 5.0864 0.2564 -0.04
C 1.3457 4.4132 -0.7607 -0.05
C 0.9875 3.0849 -0.5941 -0.10
C 1.9611 0.0442 1.9305 -0.36
C 2.1298 0.2384 3.3019 -0.09
C 3.2944 -0.1819 3.9146 -0.05
C 4.2851 -0.8128 3.1771 -0.04
C 4.0995 -1.0517 1.8230 -0.05
C 2.9435 -0.6226 1.1983 -0.09
H -3.0566 2.1078 5.1931 0.12
H -2.2451 -0.2090 4.9378 0.12
H -0.7156 -0.7864 3.1066 0.05
H -0.7630 3.3033 1.8039 0.11
H -2.3210 3.8526 3.6049 0.12
H 2.1805 2.6062 2.5423 0.11
H 2.8383 4.9402 2.2310 0.12
H 2.2803 6.1216 0.1324 0.12
H 1.1001 4.9297 -1.6767 0.12
H 0.5034 2.5541 -1.4016 0.04
H 1.3684 0.7351 3.8856 0.11
H 3.4300 -0.0053 4.9712 0.12
H 5.2015 -1.1152 3.6576 0.12
H 4.8595 -1.5637 1.2531 0.12
H 2.7965 -0.7841 0.1375 0.10



2.
72
Properties=species:S:1:pos:R:3:lowdin_charge:R:1 method="wB97M-V/def2-TZVPD" orbital_gap_ha="0.229 / 0.235" lumo_ev="-7.5 / -7.3" total_charge=+2 homo_ev="-13.72 / -13.72" multiplicity=1
Co -0.1969 -0.2100 0.0536 0.26
C -0.3306 0.9924 -2.7010 -0.14
C 0.7002 -0.1104 -2.7502 -0.18
N 1.2908 -0.3367 -1.4216 -0.12
C 2.5114 0.4453 -1.1393 -0.22
C 2.2267 1.9104 -0.9590 -0.37
S 0.9312 2.1287 0.2931 1.02
C -0.3585 3.1010 -0.5294 -0.35
C -1.5425 2.2644 -0.9738 -0.22
N -1.1240 0.9379 -1.4465 -0.14
H -0.9810 0.9016 -3.5693 0.15
H 0.1363 1.9703 -2.7657 0.11
H 1.4664 0.1355 -3.4878 0.14
H 0.2305 -1.0347 -3.0652 0.09
H 1.5603 -1.3164 -1.3742 0.13
H 3.2425 0.3166 -1.9390 0.14
H 2.9472 0.0493 -0.2216 0.13
H 1.9251 2.4054 -1.8785 0.09
H 3.1184 2.4114 -0.5876 0.10
H 0.1243 3.6473 -1.3395 0.10
H -0.6979 3.8281 0.2094 0.08
H -2.0917 2.8048 -1.7483 0.15
H -2.2081 2.1148 -0.1384 0.08
H -1.9663 0.4063 -1.6292 0.09
S -1.3408 -1.9681 -1.1401 0.82
C -0.4458 -2.7970 0.0612 -1.09
N 0.3354 -2.0863 0.8095 -0.05
C 0.9194 -2.8632 1.8366 -0.27
C 1.8187 -2.4454 2.8129 -0.02
C 2.2732 -3.3666 3.7346 -0.05
C 1.8625 -4.7011 3.6875 -0.05
C 0.9992 -5.1347 2.7027 -0.06
C 0.5306 -4.1956 1.7877 -0.44
S -0.5863 -4.4483 0.4751 1.13
H 2.1634 -1.4217 2.8353 0.08
H 2.9674 -3.0521 4.5044 0.12
H 2.2287 -5.4029 4.4265 0.12
H 0.6878 -6.1706 2.6430 0.12
C -2.4094 4.8747 2.5128 -0.04
C -3.2848 3.9102 2.0244 -0.04
C -2.8791 2.5872 1.9346 -0.12
C -1.5924 2.2118 2.3364 -0.38
C -0.7223 3.1852 2.8303 -0.11
C -1.1344 4.5093 2.9204 -0.05
P -1.0985 0.4646 2.1642 1.10
C 0.1312 0.1879 3.4702 -0.34
C -0.2282 -0.4332 4.6638 -0.05
C 0.6967 -0.5450 5.6942 -0.04
C 1.9844 -0.0530 5.5409 -0.05
C 2.3617 0.5367 4.3404 -0.07
C 1.4434 0.6489 3.3091 -0.17
C -2.6061 -0.4098 2.6466 -0.37
C -3.3124 0.0054 3.7838 -0.10
C -4.4524 -0.6726 4.1782 -0.05
C -4.9127 -1.7584 3.4392 -0.04
C -4.2370 -2.1561 2.2958 -0.05
C -3.0867 -1.4811 1.9015 -0.09
H -2.7267 5.9078 2.5841 0.12
H -4.2887 4.1866 1.7254 0.12
H -3.5763 1.8395 1.5708 0.12
H 0.2704 2.9177 3.1660 0.10
H -0.4598 5.2542 3.3247 0.12
H -1.2181 -0.8504 4.7943 0.10
H 0.4030 -1.0183 6.6231 0.12
H 2.6987 -0.1377 6.3515 0.12
H 3.3717 0.9070 4.2098 0.12
H 1.7550 1.0885 2.3766 0.04
H -2.9792 0.8692 4.3499 0.12
H -4.9898 -0.3492 5.0618 0.12
H -5.8078 -2.2840 3.7508 0.12
H -4.6064 -2.9841 1.7031 0.12
H -2.5816 -1.7785 1.0000 0.01



Computed relative energies in units of eV: 1 0.082; 2 0.000



1.
10
Properties=species:S:1:pos:R:3:lowdin_charge:R:1 method="wB97M-V/def2-TZVPD" orbital_gap_ha=0.316 lumo_ev=0.2 smiles="S=C(NS)NS" homo_ev=-8.44 multiplicity=1
C 0.0011 -0.1520 -0.0034 -0.97
H -2.3148 0.9891 0.0271 -0.20
H -1.0800 -1.8990 0.0161 0.09
H 1.0771 -1.9086 0.0016 0.08
H 2.3439 0.9954 0.0162 -0.20
N -1.1432 -0.8836 0.0000 -0.44
N 1.1369 -0.8983 -0.0019 -0.43
S -2.7588 -0.2905 -0.0009 0.73
S 0.0039 1.5331 -0.0011 0.60
S 2.7556 -0.2921 0.0003 0.73



2.
10
Properties=species:S:1:pos:R:3:lowdin_charge:R:1 method="wB97M-V/def2-TZVPD" orbital_gap_ha=0.290 lumo_ev=-0.3 homo_ev=-8.15 multiplicity=1
C -1.3939 -0.6698 -0.3794 -1.17
N 1.2084 0.1822 0.1015 -0.08
N -0.1046 0.5463 0.4068 -0.58
S -2.8123 -0.3177 -0.8997 0.69
S -0.5347 -2.2258 -0.1055 0.73
S -0.6168 2.0367 -0.2264 0.70
H 1.2874 -0.7421 0.4950 0.02
H 1.4687 0.0389 -0.7920 0.02
H -1.2613 -2.8142 -1.0093 -0.16
H -1.4826 2.2264 0.7056 -0.17



3.
10
Properties=species:S:1:pos:R:3:lowdin_charge:R:1 method="wB97M-V/def2-TZVPD" orbital_gap_ha="0.248 / 0.248" lumo_ev="-1.7 / -1.7" homo_ev="-8.50 / -8.50" multiplicity=1
C -0.9536 -0.5774 0.0536 -1.29
N 1.6968 0.5557 -0.2842 0.10
N -0.3268 0.5653 0.1641 -0.61
S -2.6397 -0.5184 0.0697 0.54
S 0.0952 -2.0123 -0.0274 0.80
S -0.7881 2.1079 -0.0177 0.76
H 2.3276 0.1328 0.3509 -0.01
H 1.3330 -0.0999 -0.9662 -0.05
H -0.8458 -2.7699 -0.3294 -0.19
H 0.1013 2.6161 0.9867 -0.06



4.
10
Properties=species:S:1:pos:R:3:lowdin_charge:R:1 method="wB97M-V/def2-TZVPD" orbital_gap_ha=0.318 lumo_ev=0.0 smiles="S=C(NS)NS" homo_ev=-8.68 multiplicity=1
C -0.9870 -0.1469 0.0011 -1.10
H 1.8516 1.4109 0.5457 -0.10
H -1.2590 1.6003 0.9251 0.11
H -0.6733 -1.8001 -1.2062 0.11
H 2.2107 -0.5332 -0.3419 -0.07
N -0.3781 0.9210 0.7351 -0.41
N -0.2083 -1.1866 -0.4738 -0.50
S 0.7658 1.7694 -0.3104 0.68
S -2.6197 -0.3389 -0.0453 0.63
S 1.2974 -1.6959 0.1707 0.67



Computed relative energies in units of eV: 1 0.000; 2 2.943; 3 3.555; 4 0.861